Entry 1:
The following is a quantum chemistry calculation of one molecule with the formula C5H11NO2S at a distorted geometry, from the Open Molecules 2025 dataset.

Geometry as XYZ:
```
20
Properties=species:S:1:pos:R:3:forces:R:3
C 0.316353 0.087632 1.347004 1.157 0.298 -0.906
C 0.571420 -1.006595 0.355428 -3.034 2.901 1.505
C 1.685678 -0.906969 -0.629429 -0.829 -0.460 0.096
C -0.123314 -2.249742 0.687975 -0.292 0.292 0.992
C -1.754609 2.317382 -0.417483 0.538 -0.898 -1.188
N -0.641034 0.181397 0.276139 2.007 -1.850 -0.655
O -0.714275 0.608683 -2.161040 -0.094 0.749 0.731
O 0.863644 2.007008 -0.900538 -0.661 -0.004 0.592
S -0.397386 1.294921 -0.919849 -0.208 -1.368 -0.395
H -0.107622 0.107645 2.330451 -0.016 -0.816 0.482
H 1.150914 0.715293 1.216655 0.762 1.583 0.452
H 1.187117 -1.071019 -1.570961 0.470 0.283 -0.795
H 2.370101 -1.695867 -0.475572 0.565 -1.411 0.257
H 2.327441 -0.051396 -0.575598 -0.378 0.917 -0.150
H -0.864350 -2.611836 0.046958 -0.865 -0.392 -1.570
H -0.619654 -2.162298 1.650067 0.098 0.017 0.161
H 0.647693 -2.936984 0.766369 1.296 -2.008 0.344
H -2.642509 1.724157 -0.639566 -0.002 0.560 -0.680
H -1.808324 2.496699 0.623188 0.635 0.399 1.056
H -1.447284 3.151889 -1.010197 -1.149 1.207 -0.331
```
Positions in Å, forces in eV/Å.

Values from the calculation:
ΔE to the lowest compared entry with this formula, charge and spin = 73.9 kcal/mol
E_HOMO = -10.08 eV
HOMO-LUMO gap = 10.8 eV
E = -800.439881 Ha
Charge = 0



Entry 2:
The following is a quantum chemistry calculation of a 7-piece molecular cluster, C14H23F2N5O13 overall at a distorted geometry, from the Open Molecules 2025 dataset.

Geometry as XYZ:
```
57
Properties=species:S:1:pos:R:3:forces:R:3
C 3.085460 2.756037 -2.625608 -0.170 1.934 -0.614
N 1.799677 3.132596 -3.435423 -0.196 0.159 1.577
O 1.707132 2.795118 -4.599376 0.340 0.094 0.588
O 0.924245 3.716846 -2.794106 1.047 -0.486 -0.927
H 3.914943 3.446462 -2.954979 -0.959 -0.905 -0.014
H 3.282524 1.725548 -2.816804 0.219 -0.548 -0.211
H 2.900046 2.969861 -1.569717 -0.323 -0.170 -0.377
C -3.979131 -5.100315 0.370176 0.285 0.760 0.243
N -2.838556 -4.424778 -0.291670 0.893 -0.833 -1.107
O -2.013847 -5.101716 -0.927025 -1.297 0.657 0.993
O -2.790744 -3.233105 -0.171814 0.394 0.961 0.085
H -4.746842 -4.353072 0.612113 0.088 -0.385 -0.703
H -3.584204 -5.407843 1.309489 0.363 -0.574 0.764
H -4.200210 -5.943298 -0.241396 -0.656 -0.474 -0.264
C 3.285377 0.833365 0.804272 0.933 -1.084 1.225
N 2.767387 -0.182444 1.809698 -1.547 1.546 1.400
O 3.307130 -1.262142 1.867103 0.012 0.083 -0.251
O 1.827019 0.183060 2.546426 1.708 -0.682 -1.404
H 3.361196 0.259865 -0.089038 -0.095 0.048 -0.929
H 4.278453 1.152641 1.121761 0.111 -0.468 0.155
H 2.701633 1.710882 0.814041 -1.203 0.482 -0.244
C -3.982251 -0.020667 0.192181 0.017 -1.118 -2.223
N -4.913176 -1.206491 0.364357 -0.683 -0.275 -0.239
O -5.182889 -1.426143 1.538210 0.039 -0.282 -0.769
O -5.334799 -1.872833 -0.587529 0.819 1.251 1.197
H -2.997631 -0.455086 0.336931 0.206 0.007 -0.401
H -4.153517 0.572226 1.028102 -0.480 1.255 1.172
H -4.107303 0.504657 -0.802017 0.074 -0.902 1.248
C 0.046064 -0.437862 -2.940519 -0.050 0.433 0.877
N 0.556144 -0.119211 -1.572015 0.381 -0.737 0.636
O 0.615347 1.064073 -1.327503 0.281 0.251 0.340
O 0.873820 -1.011739 -0.786038 -0.222 0.711 -0.918
H -0.748460 0.273550 -2.990350 -1.034 0.062 -0.315
H -0.290182 -1.478194 -2.958596 0.535 0.290 -0.449
H 0.777871 0.003365 -3.619483 0.197 -0.972 -0.150
F -1.979970 2.002964 1.754246 0.785 0.698 0.231
C -1.638751 2.904546 2.758083 -0.852 -1.493 -1.491
C -0.664125 3.843414 2.554595 0.430 0.616 0.066
C -0.515634 4.798959 3.568037 -1.290 -0.604 -0.343
C -1.381274 4.718806 4.671373 1.666 0.906 1.129
C -2.250250 3.676925 4.890099 -0.458 0.022 -1.039
C -2.442104 2.773889 3.847856 -0.829 -0.289 0.853
H -0.099323 3.864897 1.621142 -0.159 -0.030 0.333
H 0.131061 5.643865 3.410032 0.262 0.057 0.211
H -1.268544 5.432667 5.503989 -0.022 -0.154 -0.655
H -2.843765 3.698868 5.781743 -0.266 -0.294 0.246
H -3.242139 2.010335 3.782593 0.706 0.516 0.419
C 3.704335 -3.285567 -1.045946 -1.236 -0.603 -0.004
C 2.799729 -3.730432 -2.186239 -1.477 -0.658 -0.869
O 2.927940 -2.706628 -3.141925 0.104 -0.263 0.487
C 3.317520 -1.579074 -2.484367 0.290 -1.750 0.379
O 3.195449 -0.508546 -2.947231 0.193 1.524 -0.139
O 3.870764 -1.910162 -1.292059 -0.086 1.055 -0.466
F 1.436977 -3.743845 -1.836634 1.157 -0.039 0.215
H 4.633485 -3.814666 -1.059357 0.734 -0.125 -0.081
H 3.206576 -3.438869 -0.092510 -0.011 0.126 0.098
H 2.954318 -4.715559 -2.671375 0.333 0.692 0.425
```
Positions in Å, forces in eV/Å.

Values from the calculation:
E_HOMO = -9.33 eV
HOMO-LUMO gap = 9.6 eV
E = -1998.401450 Ha
Charge = 0



Entry 3:
The following is a quantum chemistry calculation of an isolated ion of composition C8H8N3 and charge +1 at a distorted geometry, from the Open Molecules 2025 dataset.

Geometry as XYZ:
```
19
Properties=species:S:1:pos:R:3:forces:R:3
C 1.191155 -1.956556 0.223318 0.100 -0.516 0.910
C 2.741825 0.114926 0.317376 -4.755 -0.154 -1.129
C 0.012428 -1.972777 -0.466586 3.980 1.149 1.741
C 1.319481 1.218940 -0.969765 -0.687 -0.932 0.480
C -1.724503 -0.243997 -0.692192 3.500 1.251 1.761
C 1.556968 -0.575569 0.462693 0.645 0.141 -0.106
C -0.614400 1.181661 0.724835 3.274 -0.819 0.245
C 0.451043 0.244226 -0.155340 0.427 2.154 0.693
N 2.534283 1.172720 -0.559895 -0.362 1.878 -0.867
N -0.469224 -0.708991 -0.743224 -1.445 1.234 0.228
N -1.833730 0.838254 0.048833 -0.364 0.090 -0.276
H 1.864084 -2.812057 0.548544 -1.397 1.018 -0.705
H 3.693520 -0.024056 0.596463 3.161 -1.097 1.128
H -0.443982 -2.789312 -0.764401 -2.425 -3.704 -1.579
H 0.818690 1.892601 -1.662837 0.767 0.379 0.082
H -2.513197 -0.694612 -1.093626 -3.134 -1.916 -1.863
H -0.451652 0.766371 1.817940 -1.056 1.493 -1.948
H -0.452268 2.274552 0.495502 0.307 -1.201 1.079
H -2.480798 1.596010 -0.127795 -0.535 -0.449 0.125
```
Positions in Å, forces in eV/Å.

Values from the calculation:
ΔE to the lowest compared entry with this formula, charge and spin = 72.9 kcal/mol
E_HOMO = -12.06 eV
HOMO-LUMO gap = 7.4 eV
E = -473.531056 Ha
Charge = +1



Entry 4:
The following is a quantum chemistry calculation of C39H30FeIN4OPS as an isolated structure, from the Open Molecules 2025 dataset.

Geometry as XYZ:
```
78
Properties=species:S:1:pos:R:3:forces:R:3
Fe -0.112250 -1.368547 0.203368 -0.397 -0.838 0.232
O 2.905336 -2.379189 -2.147268 0.094 -0.020 -0.064
C 1.876447 -1.961949 -1.646480 -0.125 0.065 -0.035
N 1.645383 -1.612175 -0.371628 0.381 0.015 -0.264
C 2.696964 -1.711376 0.608443 0.035 0.040 -0.045
C 2.103754 -2.414201 1.784832 -0.023 -0.091 0.146
C 2.825343 -3.128965 2.727195 0.001 -0.016 0.055
C 2.147250 -3.743055 3.765871 0.048 -0.005 -0.003
C 0.765470 -3.629592 3.837453 -0.036 0.055 -0.102
C 0.113546 -2.895866 2.866013 0.055 -0.094 0.163
N 0.771898 -2.295010 1.867840 -0.094 0.188 0.077
C 0.618785 -1.748178 -2.448509 -0.005 0.020 0.267
C 0.556376 -1.949333 -3.808406 -0.034 -0.021 -0.074
C -0.639235 -1.682359 -4.457314 0.002 -0.002 -0.021
C -1.725581 -1.238060 -3.717173 -0.017 -0.017 -0.099
C -1.594355 -1.076482 -2.352128 0.155 -0.028 0.162
N -0.432741 -1.317531 -1.728626 -0.196 0.097 -0.460
H 3.570463 -2.220702 0.199843 -0.022 -0.073 0.016
H 3.019891 -0.714026 0.933941 0.032 0.017 -0.040
H 3.899774 -3.208635 2.633005 -0.008 0.007 -0.006
H 2.687959 -4.312836 4.510103 0.007 0.006 -0.008
H 0.200933 -4.096745 4.631303 -0.008 0.005 -0.010
H -0.959586 -2.753645 2.876734 0.028 0.007 0.042
H 1.445199 -2.298396 -4.316313 -0.009 0.000 0.002
H -0.726293 -1.819419 -5.527124 0.000 -0.002 0.004
H -2.675645 -1.020749 -4.184420 0.012 -0.001 -0.005
H -2.414053 -0.752881 -1.727062 -0.024 0.022 -0.003
S -2.292890 -1.434184 0.999444 -0.199 0.073 0.062
C -2.088354 -3.092174 0.513909 0.090 0.250 -0.033
C -2.950474 -4.182419 0.604898 0.005 -0.073 -0.014
C -2.485801 -5.407369 0.166788 -0.044 0.052 0.033
C -1.192776 -5.533640 -0.345335 0.028 -0.028 -0.026
C -0.395372 -4.413141 -0.407446 -0.031 0.092 -0.006
N -0.855240 -3.231583 0.016057 0.239 0.189 -0.167
H -3.943280 -4.055191 1.012654 0.005 -0.005 -0.008
H -3.127594 -6.277118 0.224453 0.005 0.007 -0.002
H -0.816696 -6.486266 -0.688410 0.002 0.008 0.004
H 0.618975 -4.433310 -0.789167 -0.014 -0.010 0.005
I 0.379478 0.342677 3.342652 0.109 -0.012 0.164
C -0.465531 2.225838 3.351761 -0.096 0.236 -0.094
C -1.079468 2.605436 4.511526 -0.022 -0.094 0.103
C -1.521486 3.924859 4.696623 -0.077 0.002 0.159
C -1.256270 4.850619 3.741318 0.013 0.136 -0.106
C -0.618425 4.488855 2.531641 0.027 -0.119 -0.028
C -0.289055 5.507095 1.607849 -0.079 0.024 0.162
C 0.346375 5.203434 0.450145 0.073 0.001 -0.158
C 0.561238 3.855786 0.122955 0.069 -0.007 -0.032
C 0.236628 2.811271 0.959139 -0.012 0.074 0.024
P 0.125904 1.220691 -0.027904 -0.037 -0.079 0.181
C -1.308040 1.772918 -1.022642 0.025 -0.009 -0.098
C -2.552455 1.662955 -0.402705 -0.024 -0.009 -0.036
C -3.704355 2.082801 -1.050834 0.012 0.003 -0.008
C -3.625737 2.623765 -2.327172 0.006 0.000 0.018
C -2.386890 2.776486 -2.933123 0.028 -0.014 0.037
C -1.231835 2.364692 -2.281045 -0.053 0.022 -0.037
C 1.637553 1.350691 -1.029396 0.087 -0.065 -0.051
C 2.832099 1.601533 -0.349956 0.017 0.014 -0.071
C 4.044970 1.561929 -1.020447 -0.043 0.005 0.020
C 4.084368 1.272272 -2.377764 -0.002 0.000 0.006
C 2.904321 1.023906 -3.060389 0.005 0.019 0.030
C 1.688774 1.058386 -2.390964 0.023 0.029 -0.005
C -0.283270 3.124488 2.261790 0.015 0.037 -0.021
H -1.191879 1.893635 5.318580 0.010 -0.008 -0.026
H -2.016106 4.201818 5.617780 0.007 -0.015 -0.003
H -1.517824 5.891121 3.887844 -0.001 -0.006 0.005
H -0.537621 6.531171 1.857327 -0.001 -0.007 0.008
H 0.636392 5.975811 -0.249235 -0.002 -0.008 -0.006
H 0.956457 3.647696 -0.862713 -0.007 0.003 0.018
H -2.631135 1.261920 0.599832 0.021 -0.042 0.030
H -4.661548 1.989812 -0.554592 0.003 0.002 -0.005
H -4.523450 2.947786 -2.837227 0.002 -0.005 0.006
H -2.312526 3.230458 -3.912883 -0.006 0.000 0.002
H -0.276175 2.532002 -2.758153 -0.058 0.011 0.018
H 2.814363 1.842000 0.706836 -0.014 0.008 0.013
H 4.960190 1.761169 -0.478356 0.007 -0.002 -0.013
H 5.031622 1.238712 -2.899069 -0.006 0.000 0.001
H 2.924734 0.793472 -4.117624 0.008 -0.002 0.001
H 0.784085 0.844327 -2.942743 0.035 -0.013 0.012
```
Positions in Å, forces in eV/Å.

Values from the calculation:
ΔE to the lowest compared entry with this formula, charge and spin = 0.0 kcal/mol
⟨S²⟩ = 0.79
E_HOMO (spin up / spin down) = -10.42 / -10.42 eV
HOMO-LUMO gap (spin up / spin down) = 7.5 / 7.3 eV
Spin multiplicity = 2
E = -4099.265862 Ha
Charge = +1